20 unconnected molecules or ions with the total composition C28H96O20 in a non-equilibrium geometry. Source: OMol25; level of theory: the ωB97M-V functional and the def2-TZVPD basis.

## Properties
LUMO energy   0.42 eV
Maximum force   3.19 eV/A
Total energy   -71535.7231 eV
Energy above the lowest of the compared OMol25 structures with the same formula, charge and spin   0.0 kcal/mol
Molar mass   753.1 g mol⁻¹
HOMO-LUMO gap   9.91 eV
HOMO level   -9.49 eV

XYZ file:
```
144
C28H96O20, DFT the ωB97M-V functional and the def2-TZVPD basis
C -4.35 -2.81 0.04
O -3.20 -2.04 0.41
H -4.45 -3.82 0.49
H -5.25 -2.31 0.34
H -4.43 -2.97 -1.07
H -3.44 -1.14 0.54
C 3.83 0.31 1.36
O 3.06 0.72 0.27
H 4.88 -0.03 1.13
H 4.08 1.15 2.05
H 3.41 -0.46 2.03
H 3.19 -0.07 -0.30
C 4.03 -4.97 -0.69
O 3.13 -3.88 -0.67
H 3.72 -5.72 -1.46
H 5.05 -4.63 -0.96
H 4.17 -5.51 0.26
H 2.83 -3.84 0.24
C -4.56 -0.41 -5.27
O -3.46 -0.74 -4.47
H -4.84 -1.26 -5.85
H -5.42 -0.06 -4.67
H -4.15 0.27 -5.93
H -3.03 0.11 -4.17
C -2.46 -2.89 4.04
O -1.76 -1.83 3.36
H -2.72 -3.66 3.34
H -1.87 -3.33 4.87
H -3.37 -2.46 4.38
H -2.31 -1.65 2.61
C -7.26 0.58 1.97
O -5.92 0.43 2.49
H -7.78 1.35 2.61
H -7.16 0.90 0.95
H -7.88 -0.29 2.04
H -5.34 0.57 1.72
C -1.99 4.71 -0.24
O -2.26 3.51 0.44
H -2.45 5.59 0.22
H -0.93 4.91 -0.40
H -2.38 4.59 -1.26
H -1.62 3.36 1.21
C 1.38 3.56 -2.25
O 0.59 4.84 -2.21
H 2.45 3.66 -2.19
H 1.07 2.91 -1.45
H 1.09 2.97 -3.13
H 0.36 5.11 -3.15
C 2.74 -5.05 2.90
O 2.73 -3.98 1.98
H 2.88 -4.67 3.93
H 1.87 -5.68 2.87
H 3.68 -5.58 2.74
H 2.00 -3.33 2.11
C -3.64 1.91 3.53
O -2.46 2.02 4.33
H -3.60 1.14 2.81
H -4.52 1.74 4.12
H -3.77 2.85 3.04
H -2.50 1.47 5.11
C -4.61 0.82 -1.13
O -4.26 0.91 0.27
H -5.47 0.08 -1.19
H -5.00 1.77 -1.55
H -3.75 0.57 -1.68
H -3.78 1.75 0.29
C -0.68 -3.82 -0.84
O 0.31 -4.77 -1.21
H -0.40 -3.32 0.13
H -0.92 -2.97 -1.55
H -1.60 -4.44 -0.74
H 1.20 -4.28 -1.33
C 1.49 -2.08 4.21
O 1.02 -2.16 2.92
H 1.42 -3.06 4.77
H 2.51 -1.70 4.09
H 0.97 -1.33 4.90
H 0.02 -2.16 2.91
C 1.42 0.28 -4.30
O 0.42 -0.02 -5.22
H 2.10 -0.49 -4.20
H 1.86 1.27 -4.53
H 1.05 0.35 -3.26
H -0.19 0.71 -5.25
C -0.82 0.36 -0.74
O -1.23 1.57 -1.27
H 0.17 0.13 -1.03
H -0.85 0.46 0.40
H -1.47 -0.48 -0.96
H -1.70 2.14 -0.68
C -5.77 4.13 0.26
O -5.57 5.05 -0.85
H -4.83 3.99 0.84
H -6.53 4.45 0.93
H -5.92 3.12 -0.17
H -5.15 5.84 -0.49
C 5.65 -3.06 3.92
C 6.46 -2.88 2.63
C 7.91 -3.30 2.92
O 5.95 -3.75 1.61
H 5.69 -4.12 4.17
H 4.60 -2.85 3.78
H 6.07 -2.48 4.77
H 6.50 -1.79 2.26
H 8.47 -2.62 3.54
H 8.44 -3.49 1.95
H 7.91 -4.26 3.43
H 4.97 -3.71 1.60
C 4.75 0.49 -2.63
C 4.90 -0.96 -2.25
C 6.25 -1.19 -1.53
O 3.84 -1.24 -1.35
H 4.66 0.99 -1.66
H 3.75 0.59 -3.21
H 5.47 0.87 -3.31
H 4.79 -1.67 -3.16
H 7.13 -1.24 -2.21
H 6.28 -2.14 -0.99
H 6.39 -0.32 -0.91
H 3.70 -2.19 -1.31
C 1.78 3.45 1.70
C 0.61 2.60 2.04
C 0.92 1.66 3.19
O -0.48 3.46 2.56
H 1.47 4.14 0.86
H 2.52 2.73 1.27
H 2.15 4.00 2.60
H 0.26 1.98 1.15
H 0.08 1.05 3.39
H 1.16 2.25 4.11
H 1.75 1.02 2.93
H -1.11 2.91 3.10
C -1.77 3.18 -5.95
C -1.87 3.12 -4.46
C -3.37 3.14 -4.05
O -1.26 1.84 -4.16
H -2.39 2.49 -6.45
H -0.76 3.05 -6.30
H -2.04 4.16 -6.40
H -1.35 3.98 -3.97
H -3.83 4.12 -4.16
H -3.39 2.82 -2.98
H -3.93 2.47 -4.66
H -0.82 1.88 -3.28
```

Atom charges from the Mulliken analysis, given in e for atoms 1 to 99: -0.80, -0.13, 0.29, 0.32, 0.26, 0.03, -0.42, 0.01, -0.12, 0.51, 0.05, -0.05, -0.74, -0.69, 0.25, 0.22, 0.26, 0.63, -0.60, -0.52, 0.30, 0.20, 0.27, 0.24, -0.86, -0.34, 0.29, 0.27, 0.33, 0.17, -0.66, -0.51, 0.24, 0.24, 0.26, 0.32, -0.58, -0.53, 0.30, 0.12, 0.11, 0.25, 0.21, -0.56, 0.42, -0.25, -0.16, 0.30, -1.03, -0.10, 0.31, 0.33, 0.34, 0.30, -0.30, -0.61, -0.21, 0.51, 0.20, 0.30, -1.08, 0.87, 0.30, 0.33, 0.12, -0.33, -0.01, -0.61, -0.06, 0.16, 0.21, 0.33, -0.75, -0.24, 0.26, 0.23, 0.23, 0.13, -0.68, -0.65, 0.57, 0.23, 0.16, 0.25, -1.15, 2.53, 0.15, -0.10, 0.13, -0.66, -0.04, -0.54, -0.06, 0.45, -0.16, 0.30, -0.71, 1.16, -1.58

***

18 unconnected molecules or ions with the total composition C28H98N14O18 in a non-equilibrium geometry. Source: OMol25; level of theory: the ωB97M-V functional and the def2-TZVPD basis.

## Properties
LUMO energy   -0.19 eV
Maximum force   2.86 eV/A
Total energy   -88342.9925 eV
Molar mass   919.2 g mol⁻¹
HOMO-LUMO gap   8.70 eV
HOMO level   -8.90 eV

XYZ file:
```
158
C28H98N14O18, DFT the ωB97M-V functional and the def2-TZVPD basis
C 4.81 -2.45 1.94
O 4.57 -3.33 1.10
N 5.80 -2.66 2.89
N 4.16 -1.27 2.06
H 6.21 -3.57 2.91
H 5.96 -1.92 3.54
H 4.41 -0.68 2.84
H 3.60 -0.96 1.29
C -1.06 0.94 -3.90
O -1.44 1.49 -4.94
N -0.10 -0.03 -3.90
N -1.73 1.07 -2.71
H 0.37 -0.23 -4.77
H -0.09 -0.79 -3.24
H -2.34 1.86 -2.57
H -1.28 0.67 -1.89
C -3.92 -2.93 2.34
O -4.20 -3.56 3.35
N -3.24 -3.40 1.24
N -4.13 -1.56 2.22
H -2.74 -2.77 0.66
H -3.10 -4.40 1.22
H -4.67 -1.06 2.89
H -4.05 -1.30 1.25
C 3.75 -0.68 -1.57
O 3.91 0.47 -1.15
N 4.76 -1.58 -1.56
N 2.55 -1.20 -1.98
H 4.68 -2.50 -1.94
H 5.68 -1.31 -1.24
H 2.43 -2.18 -2.17
H 1.74 -0.64 -1.78
C -3.46 -2.88 -3.86
C -4.13 -2.77 -2.52
C -5.30 -1.80 -2.48
O -5.81 -1.59 -1.20
C -6.60 -0.41 -1.16
N -4.60 -4.08 -2.02
H -2.92 -1.98 -4.16
H -4.21 -3.12 -4.64
H -2.81 -3.74 -4.04
H -3.36 -2.37 -1.84
H -6.08 -2.09 -3.20
H -4.82 -0.89 -2.88
H -5.89 0.43 -1.18
H -7.22 -0.36 -0.27
H -7.23 -0.33 -2.05
H -5.21 -4.43 -2.76
H -3.81 -4.72 -2.02
C 1.12 -4.30 1.66
C 1.50 -5.11 0.41
C 1.45 -4.18 -0.81
O 0.26 -3.42 -0.95
C -0.89 -4.21 -1.20
N 2.83 -5.61 0.75
H 0.18 -3.75 1.50
H 1.82 -3.48 1.88
H 0.98 -4.92 2.54
H 0.83 -5.96 0.31
H 1.71 -4.68 -1.75
H 2.27 -3.45 -0.74
H -0.83 -5.23 -0.82
H -0.81 -4.43 -2.28
H -1.83 -3.69 -1.07
H 3.27 -6.09 -0.04
H 3.44 -4.80 0.90
C 0.20 1.66 -0.01
C 0.26 0.17 0.36
C -0.46 -0.09 1.67
O 0.16 0.66 2.71
C 1.49 0.24 3.02
N -0.40 -0.66 -0.66
H 0.99 2.11 0.60
H -0.74 2.15 0.23
H 0.53 1.88 -1.03
H 1.29 -0.15 0.49
H -0.53 -1.15 1.96
H -1.52 0.13 1.67
H 1.72 0.50 4.04
H 2.12 0.74 2.28
H 1.57 -0.84 2.85
H -1.42 -0.63 -0.56
H -0.13 -1.65 -0.70
C -0.45 -3.03 4.78
C 0.00 -2.20 5.98
C -0.88 -0.94 6.12
O -0.22 -0.08 7.04
C -0.65 1.27 6.86
N -0.13 -3.05 7.19
H 0.05 -4.00 4.78
H -0.21 -2.54 3.83
H -1.52 -3.20 4.92
H 1.06 -1.97 5.92
H -1.87 -1.26 6.47
H -0.97 -0.48 5.13
H -1.70 1.38 7.16
H -0.59 1.57 5.81
H 0.07 1.88 7.41
H 0.02 -2.41 7.97
H -1.12 -3.28 7.32
C 4.91 1.65 -6.47
C 4.64 1.97 -5.01
C 3.30 2.66 -4.81
O 3.16 2.82 -3.39
C 1.94 3.39 -3.03
N 4.69 0.73 -4.22
H 5.96 1.53 -6.72
H 4.70 2.54 -7.09
H 4.33 0.83 -6.88
H 5.38 2.67 -4.63
H 2.47 1.98 -5.09
H 3.00 3.58 -5.33
H 2.06 4.47 -3.16
H 1.73 3.16 -1.99
H 1.01 3.13 -3.56
H 4.53 1.03 -3.25
H 3.79 0.27 -4.37
C -3.64 3.60 -4.56
C -3.05 4.75 -3.78
C -1.85 4.35 -2.93
O -1.62 5.35 -1.98
C -0.32 5.32 -1.45
N -2.54 5.83 -4.71
H -4.38 3.03 -4.01
H -2.87 2.87 -4.85
H -4.04 3.89 -5.53
H -3.82 5.24 -3.17
H -1.00 4.12 -3.58
H -2.16 3.41 -2.44
H -0.18 4.35 -0.94
H -0.21 6.05 -0.66
H 0.47 5.37 -2.19
H -2.71 5.58 -5.68
H -3.19 6.61 -4.59
O -3.17 0.43 -0.03
H -3.02 0.92 0.80
H -3.39 1.11 -0.67
O 2.49 1.09 6.53
H 2.92 1.09 5.67
H 1.66 0.62 6.39
O 4.22 0.88 3.91
H 4.83 1.41 4.44
H 4.13 1.35 3.06
O 1.81 3.18 3.33
H 1.08 3.50 2.78
H 2.54 3.01 2.72
O -0.21 4.62 1.69
H 0.52 5.14 1.32
H -0.79 5.28 2.09
O -2.34 1.74 3.68
H -1.44 1.65 3.35
H -2.65 2.58 3.32
O 4.04 1.65 1.30
H 4.98 1.72 1.48
H 4.01 1.22 0.42
O -2.84 3.65 1.61
H -3.13 4.57 1.55
H -1.92 3.66 1.29
```

Atom charges from the Mulliken analysis, given in e for atoms 1 to 99: 0.55, -0.76, -0.43, 0.48, 0.25, 0.13, 0.26, -0.43, 0.32, -0.81, 0.00, 0.87, 0.26, -0.12, -0.13, -0.42, 0.44, -0.69, 0.07, -0.08, -0.29, 0.20, 0.20, -0.05, 0.68, -0.99, -0.25, 0.22, 0.15, 0.24, 0.23, -0.48, -1.56, 2.36, -0.97, -0.32, -0.66, -0.65, 0.17, 0.44, 0.38, -1.19, 0.39, 0.34, 0.15, 0.24, 0.36, 0.32, 0.28, -0.46, 0.28, -0.16, -0.52, -0.10, -0.79, -0.14, -0.10, 0.44, 0.37, 0.25, -0.43, 0.33, 0.27, -0.52, 0.30, 0.34, -1.20, 3.18, -0.02, 0.00, 1.15, 1.29, 0.57, -0.31, -0.02, -0.39, -0.64, -0.77, -1.23, -0.24, 0.54, -0.40, -0.43, -1.11, 0.51, 0.23, -0.48, -0.66, -0.82, 0.35, 0.02, 0.37, 0.03, 0.41, -0.34, 0.33, 0.15, 0.33, 0.31

***

Question: Which formula does entry 2 have?
Answer: C28H98N14O18